(1)
{
  "formula": "C36H33Cl5N4O2Re",
  "method": "wB97M-V/def2-TZVPD",
  "elements": ["Re", "Cl", "C", "C", "C", "Cl", "C", "Cl", "C", "Cl", "C", "Cl", "N", "C", "C", "C", "C", "C", "C", "C", "C", "C", "C", "C", "C", "C", "H", "H", "H", "H", "H", "H", "H", "H", "H", "H", "N", "C", "C", "N", "H", "H", "H", "H", "H", "H", "H", "H", "H", "C", "C", "C", "C", "C", "C", "N", "C", "C", "C", "C", "C", "C", "C", "O", "O", "C", "C", "H", "H", "H", "H", "H", "H", "H", "H", "H", "H", "H", "H", "H", "H"],
  "positions_angstrom": [[0.59, -1.62, -2.17], [1.28, -3.72, -3.05], [2.75, -2.74, -3.37], [2.48, -1.42, -3.05], [3.52, -0.54, -3.26], [3.26, 1.15, -2.93], [4.77, -0.99, -3.71], [6.05, 0.12, -3.95], [4.98, -2.36, -3.97], [6.50, -2.92, -4.47], [3.94, -3.27, -3.80], [4.11, -4.94, -4.09], [0.51, -0.14, -1.16], [0.58, 0.56, -0.06], [-0.11, 1.80, 0.18], [0.08, 2.44, 1.41], [-0.58, 3.63, 1.67], [-1.43, 4.17, 0.71], [-1.61, 3.54, -0.52], [-0.94, 2.37, -0.79], [1.43, -0.08, 1.00], [2.82, -0.04, 0.89], [3.58, -0.72, 1.83], [2.96, -1.44, 2.85], [1.57, -1.48, 2.94], [0.80, -0.80, 2.01], [0.73, 2.00, 2.16], [-0.42, 4.15, 2.61], [-1.96, 5.10, 0.92], [-2.29, 3.97, -1.26], [-1.07, 1.86, -1.74], [3.29, 0.52, 0.09], [4.66, -0.68, 1.77], [3.56, -1.99, 3.57], [1.08, -2.03, 3.74], [-0.29, -0.83, 2.07], [0.31, 2.80, -6.39], [-0.20, 1.38, -6.19], [0.26, 0.84, -4.85], [-0.18, -0.54, -4.62], [-0.02, 3.19, -7.27], [1.32, 2.83, -6.41], [0.00, 3.41, -5.64], [0.19, 0.78, -7.01], [-1.28, 1.40, -6.26], [-0.14, 1.46, -4.04], [1.35, 0.86, -4.78], [0.22, -1.18, -5.30], [-1.19, -0.64, -4.65], [-0.20, -1.30, 6.77], [-0.68, -0.52, 5.57], [-0.31, 0.82, 5.43], [-0.75, 1.55, 4.36], [-1.52, 0.95, 3.36], [-1.86, -0.39, 3.47], [-2.51, -1.13, 2.41], [-2.90, -0.61, 1.18], [-3.72, 0.53, 1.14], [-4.14, 1.06, -0.06], [-3.74, 0.51, -1.27], [-2.92, -0.59, -1.25], [-2.49, -1.19, -0.05], [-1.62, -2.39, -0.12], [-1.48, -3.18, 0.77], [-0.90, -2.52, -1.27], [-1.50, -1.12, 4.60], [-2.02, -2.53, 4.75], [0.60, -0.77, 7.29], [0.18, -2.29, 6.49], [-1.01, -1.46, 7.49], [0.32, 1.28, 6.19], [-0.49, 2.60, 4.27], [-1.81, 1.51, 2.48], [-2.29, -2.09, 2.37], [-4.06, 0.95, 2.08], [-4.81, 1.93, -0.05], [-4.08, 0.93, -2.21], [-2.58, -1.04, -2.18], [-1.55, -3.23, 4.04], [-3.10, -2.56, 4.56], [-1.85, -2.92, 5.75]],
  "homo_ev": [-11.67, -11.67],
  "lumo_ev": [-7.2, -7.1],
  "charge": 2,
  "spin_multiplicity": 2,
  "de_lowest_kcal_mol": 66.15
}


(2)
{
  "formula": "C5H6O",
  "method": "wB97M-V/def2-TZVPD",
  "elements": ["O", "C", "C", "C", "C", "C", "H", "H", "H", "H", "H", "H"],
  "positions_angstrom": [[2.00, 1.64, 0.74], [0.83, 1.91, 0.61], [-0.24, 0.89, 0.36], [0.31, -0.49, 0.29], [-0.43, -1.40, -0.27], [-0.91, -2.14, -1.21], [0.47, 2.95, 0.68], [-0.81, 1.17, -0.54], [-0.97, 0.95, 1.19], [0.23, -1.98, -1.48], [1.29, -0.70, 0.68], [-1.78, -2.81, -1.05]],
  "homo_ev": -8.66,
  "lumo_ev": 0.8,
  "spin_multiplicity": 1,
  "de_lowest_kcal_mol": 90.20,
  "smiles": "C=C=CCC=O"
}


(3)
{
  "formula": "C15H15FN8O7S2",
  "method": "wB97M-V/def2-TZVPD",
  "elements": ["O", "O", "O", "O", "F", "N", "N", "N", "N", "O", "O", "O", "S", "C", "C", "C", "C", "C", "C", "C", "C", "C", "C", "N", "N", "N", "N", "C", "C", "C", "C", "C", "S", "H", "H", "H", "H", "H", "H", "H", "H", "H", "H", "H", "H", "H", "H", "H"],
  "positions_angstrom": [[-1.99, 1.93, 6.10], [-2.52, 0.73, -1.79], [-2.05, 1.32, -4.14], [-1.34, 3.88, 5.42], [-0.76, -2.16, 0.11], [2.25, -1.14, 0.38], [1.51, 2.22, 3.02], [1.58, 3.16, -1.14], [0.93, 1.10, -2.11], [0.10, -1.68, -2.59], [0.24, -4.79, -2.07], [-2.66, -1.23, -3.58], [3.25, 0.34, 2.40], [2.53, 0.08, 0.84], [0.98, 2.45, -2.08], [0.51, 2.76, 3.74], [1.83, 0.92, 3.21], [2.15, 2.47, -0.18], [1.53, 0.45, -1.10], [1.23, 0.14, 4.16], [0.16, 0.68, 4.91], [2.10, 1.11, -0.07], [-0.20, 2.03, 4.73], [2.75, 3.28, 0.72], [1.62, -0.91, -0.80], [-3.69, 0.44, -3.44], [-1.24, 2.65, 5.44], [-2.33, -2.21, -2.61], [0.14, -2.92, -0.60], [1.00, -2.05, -1.54], [-0.89, -2.74, -2.75], [-0.61, -3.76, -1.62], [-2.11, 0.25, -3.13], [-0.23, -5.39, -2.69], [0.47, 2.92, -2.92], [0.28, 3.81, 3.58], [1.55, -0.90, 4.31], [-0.40, 0.04, 5.60], [2.56, 4.27, 0.52], [2.57, 2.94, 1.66], [-3.67, 1.03, -4.24], [-4.00, 0.96, -2.64], [-2.44, -1.75, -1.61], [-3.02, -3.06, -2.73], [0.77, -3.54, 0.09], [1.79, -2.71, -1.96], [-0.77, -3.25, -3.71], [-1.48, -4.16, -1.12]],
  "homo_ev": -8.45,
  "lumo_ev": -2.2,
  "spin_multiplicity": 1,
  "de_lowest_kcal_mol": 152.05,
  "smiles": "Nc1ncnc2c1c(Sc1ccc([N+](=O)[O-])cn1)nn2[C@@H]1O[C@H](COS(N)(=O)=O)[C@@H](O)[C@@H]1F"
}


(4)
{
  "formula": "C20H41F4O6S",
  "method": "wB97M-V/def2-TZVPD",
  "elements": ["C", "C", "S", "C", "C", "C", "C", "C", "F", "F", "C", "F", "F", "H", "H", "H", "H", "H", "H", "H", "H", "H", "H", "H", "H", "H", "C", "O", "C", "C", "O", "C", "C", "O", "C", "H", "H", "H", "H", "H", "H", "H", "H", "H", "H", "H", "H", "H", "H", "C", "O", "C", "C", "O", "C", "C", "O", "C", "H", "H", "H", "H", "H", "H", "H", "H", "H", "H", "H", "H", "H", "H"],
  "positions_angstrom": [[3.48, -0.49, -5.13], [4.07, -1.95, -4.71], [5.88, -2.01, -4.28], [6.85, -0.54, -4.84], [7.32, 0.57, -3.72], [6.41, 1.91, -4.15], [6.97, 3.31, -3.48], [6.99, 0.13, -2.17], [7.71, 1.16, -1.32], [7.66, -1.15, -1.75], [5.42, 0.25, -1.72], [5.04, 1.63, -1.27], [5.20, -0.65, -0.52], [4.09, 0.08, -5.95], [3.29, 0.25, -4.24], [2.40, -0.69, -5.61], [3.83, -2.73, -5.57], [3.48, -2.36, -3.75], [6.26, -0.06, -5.76], [7.86, -0.95, -5.33], [5.26, 1.73, -4.06], [6.62, 2.03, -5.32], [8.16, 3.24, -3.54], [6.63, 3.37, -2.36], [6.70, 4.28, -4.09], [4.64, -0.06, -2.54], [2.00, 0.99, -0.79], [1.62, -0.18, -0.09], [2.48, -0.48, 1.01], [1.68, -1.05, 2.19], [0.90, -0.07, 2.89], [-0.22, 0.48, 2.19], [-1.38, -0.50, 1.96], [-1.04, -1.46, 0.96], [-1.48, -2.77, 1.28], [2.90, 0.80, -1.38], [1.18, 1.27, -1.46], [2.17, 1.82, -0.10], [3.03, 0.41, 1.34], [3.20, -1.23, 0.66], [2.40, -1.43, 2.92], [1.07, -1.90, 1.89], [0.10, 0.96, 1.26], [-0.59, 1.29, 2.83], [-2.25, 0.05, 1.60], [-1.63, -0.98, 2.91], [-1.21, -3.05, 2.30], [-1.00, -3.47, 0.59], [-2.57, -2.84, 1.15], [-6.50, -0.75, 0.21], [-6.82, -0.92, 1.58], [-5.69, -1.30, 2.37], [-5.74, -0.63, 3.75], [-5.44, 0.77, 3.73], [-6.39, 1.64, 3.10], [-7.72, 1.78, 3.85], [-8.49, 0.59, 3.75], [-9.15, 0.24, 4.96], [-6.34, -1.72, -0.26], [-7.35, -0.25, -0.28], [-5.62, -0.11, 0.08], [-4.75, -1.03, 1.87], [-5.73, -2.39, 2.49], [-4.97, -1.09, 4.37], [-6.69, -0.81, 4.25], [-6.55, 1.35, 2.06], [-5.92, 2.62, 3.07], [-8.30, 2.59, 3.41], [-7.51, 2.03, 4.90], [-8.45, 0.26, 5.81], [-9.53, -0.78, 4.86], [-9.99, 0.92, 5.14]],
  "homo_ev": -2.91,
  "lumo_ev": 2.0,
  "charge": -1,
  "spin_multiplicity": 1
}


(5)
{
  "formula": "C33H69BNO18",
  "method": "wB97M-V/def2-TZVPD",
  "elements": ["C", "O", "C", "C", "C", "C", "C", "C", "C", "C", "C", "C", "C", "C", "C", "O", "B", "C", "C", "C", "C", "N", "O", "H", "H", "H", "H", "H", "H", "H", "H", "H", "H", "H", "H", "H", "H", "H", "H", "H", "H", "H", "H", "H", "H", "H", "H", "H", "H", "H", "H", "H", "H", "H", "H", "H", "H", "H", "H", "H", "H", "H", "C", "O", "C", "O", "O", "C", "H", "H", "H", "H", "H", "H", "C", "O", "C", "O", "O", "C", "H", "H", "H", "H", "H", "H", "C", "O", "C", "O", "O", "C", "H", "H", "H", "H", "H", "H", "C", "O", "C", "O", "O", "C", "H", "H", "H", "H", "H", "H", "C", "O", "C", "O", "O", "C", "H", "H", "H", "H", "H", "H"],
  "positions_angstrom": [[-4.38, -6.30, 3.34], [-3.58, -5.33, 2.75], [-4.01, -4.95, 1.45], [-2.89, -4.20, 0.74], [-1.99, -5.05, -0.17], [-1.42, -4.31, -1.39], [0.10, -4.41, -1.60], [0.53, -4.45, -3.06], [1.87, -5.15, -3.31], [2.99, -4.42, -2.55], [4.42, -4.85, -2.87], [5.53, -3.81, -2.52], [5.63, -3.34, -1.04], [4.69, -2.26, -0.52], [5.32, -1.05, 0.15], [4.26, -0.41, 0.80], [3.09, -1.38, 0.78], [2.33, -1.49, 2.20], [1.23, -0.48, 2.57], [0.27, -0.06, 1.45], [0.71, 1.15, 0.61], [-0.46, 1.84, 0.04], [3.76, -2.70, 0.44], [-5.45, -6.09, 3.19], [-4.17, -6.29, 4.41], [-4.17, -7.31, 2.95], [-4.28, -5.86, 0.90], [-4.91, -4.33, 1.55], [-2.27, -3.75, 1.52], [-3.33, -3.39, 0.15], [-2.55, -5.94, -0.51], [-1.15, -5.44, 0.43], [-1.68, -3.25, -1.28], [-1.92, -4.66, -2.30], [0.57, -3.54, -1.12], [0.49, -5.30, -1.08], [-0.27, -4.90, -3.67], [0.66, -3.42, -3.42], [2.10, -5.15, -4.39], [1.81, -6.21, -3.00], [2.81, -4.53, -1.47], [2.88, -3.35, -2.74], [4.48, -5.09, -3.94], [4.66, -5.78, -2.33], [5.42, -2.94, -3.18], [6.50, -4.27, -2.77], [6.66, -3.00, -0.86], [5.47, -4.21, -0.40], [4.13, -1.80, -1.36], [5.83, -0.39, -0.57], [6.06, -1.41, 0.90], [2.31, -1.10, -0.17], [1.89, -2.50, 2.28], [3.11, -1.44, 2.98], [1.70, 0.44, 2.98], [0.63, -0.89, 3.39], [0.12, -0.92, 0.78], [-0.72, 0.19, 1.86], [1.38, 0.83, -0.20], [1.31, 1.82, 1.25], [-0.26, 2.13, -0.90], [-0.67, 2.69, 0.55], [-1.03, 3.44, 4.37], [-1.75, 4.64, 4.69], [-1.95, 5.44, 3.66], [-1.61, 5.22, 2.53], [-2.61, 6.52, 4.07], [-2.89, 7.46, 3.03], [-0.95, 2.89, 5.30], [-1.56, 2.85, 3.62], [-0.04, 3.68, 3.99], [-3.52, 7.01, 2.26], [-1.97, 7.83, 2.57], [-3.41, 8.28, 3.52], [-7.23, 0.64, 1.05], [-7.09, 1.83, 1.85], [-5.87, 1.98, 2.37], [-4.96, 1.22, 2.23], [-5.85, 3.11, 3.07], [-4.56, 3.41, 3.63], [-8.25, 0.66, 0.70], [-6.53, 0.66, 0.22], [-7.05, -0.24, 1.66], [-3.83, 3.55, 2.84], [-4.24, 2.60, 4.29], [-4.70, 4.32, 4.20], [6.98, 2.73, -2.17], [8.27, 2.86, -2.80], [8.80, 1.69, -3.15], [8.29, 0.62, -2.99], [9.99, 1.91, -3.70], [10.66, 0.71, -4.11], [6.68, 3.75, -1.94], [6.27, 2.26, -2.85], [7.05, 2.13, -1.27], [10.07, 0.18, -4.85], [10.83, 0.06, -3.26], [11.60, 1.04, -4.53], [-2.38, 12.39, 3.52], [-1.21, 12.69, 2.76], [-0.68, 11.64, 2.13], [-1.12, 10.53, 2.16], [0.39, 12.04, 1.47], [1.06, 11.00, 0.75], [-2.68, 13.33, 3.97], [-3.17, 12.00, 2.88], [-2.16, 11.65, 4.29], [0.39, 10.56, 0.01], [1.39, 10.22, 1.43], [1.90, 11.48, 0.28], [-5.86, -6.37, -5.93], [-5.48, -5.11, -5.37], [-5.59, -5.04, -4.05], [-5.99, -5.93, -3.34], [-5.19, -3.85, -3.65], [-5.24, -3.64, -2.23], [-5.72, -6.26, -7.00], [-5.23, -7.16, -5.53], [-6.90, -6.59, -5.70], [-4.60, -4.36, -1.72], [-6.26, -3.75, -1.87], [-4.88, -2.63, -2.07]],
  "homo_ev": -4.08,
  "lumo_ev": 1.8,
  "charge": -1,
  "spin_multiplicity": 1
}


(6)
{
  "formula": "C34H37FN8O4SSr",
  "method": "wB97M-V/def2-TZVPD",
  "elements": ["Sr", "C", "C", "C", "C", "C", "H", "H", "H", "H", "H", "C", "C", "N", "C", "C", "C", "O", "O", "C", "O", "C", "C", "C", "F", "C", "C", "C", "N", "C", "C", "N", "C", "C", "H", "H", "H", "H", "H", "H", "H", "H", "H", "H", "H", "H", "H", "H", "H", "H", "H", "H", "O", "C", "C", "C", "C", "C", "C", "C", "N", "C", "C", "N", "H", "H", "H", "H", "H", "H", "H", "C", "C", "C", "N", "N", "C", "N", "S", "H", "H", "H", "H", "H", "H", "H"],
  "positions_angstrom": [[-1.50, 2.09, 0.19], [-1.71, 5.49, 1.53], [-1.18, 4.66, 2.53], [-0.08, 3.98, 1.98], [0.07, 4.39, 0.63], [-0.96, 5.32, 0.35], [-2.58, 6.13, 1.63], [-1.55, 4.56, 3.54], [0.56, 3.27, 2.50], [0.83, 4.05, -0.06], [-1.14, 5.80, -0.60], [2.68, -3.49, 4.76], [1.48, -3.80, 3.88], [1.16, -2.71, 2.96], [0.14, -1.86, 3.27], [-0.24, -0.77, 2.56], [-1.51, -0.06, 3.02], [-1.91, -0.32, 4.16], [-2.05, 0.71, 2.17], [0.55, -0.40, 1.42], [0.44, 0.62, 0.74], [1.60, -1.38, 1.03], [2.26, -1.16, -0.18], [3.21, -2.05, -0.58], [3.85, -1.88, -1.77], [3.55, -3.16, 0.19], [2.89, -3.39, 1.38], [1.88, -2.50, 1.81], [4.54, -4.10, -0.26], [5.86, -3.52, -0.48], [6.87, -4.63, -0.66], [6.44, -5.46, -1.84], [5.05, -6.02, -1.66], [4.10, -4.86, -1.42], [2.88, -4.34, 5.42], [2.48, -2.61, 5.37], [3.57, -3.30, 4.16], [0.59, -3.96, 4.50], [1.63, -4.72, 3.31], [-0.43, -2.10, 4.16], [1.98, -0.29, -0.77], [3.18, -4.26, 1.96], [6.14, -2.92, 0.39], [5.89, -2.86, -1.36], [6.88, -5.30, 0.21], [7.87, -4.25, -0.86], [7.11, -6.22, -2.00], [6.45, -4.87, -2.67], [5.09, -6.68, -0.80], [4.80, -6.58, -2.56], [3.11, -5.26, -1.24], [4.04, -4.24, -2.33], [-0.52, 1.93, -1.98], [-0.51, 1.12, -2.96], [0.69, 0.79, -3.64], [0.72, -0.08, -4.71], [-0.44, -0.69, -5.17], [-1.63, -0.40, -4.53], [-1.70, 0.48, -3.45], [-2.99, 0.73, -2.80], [-3.25, 0.89, -1.52], [-4.62, 1.00, -1.41], [-5.20, 0.91, -2.63], [-4.15, 0.74, -3.51], [1.60, 1.28, -3.30], [1.67, -0.29, -5.20], [-0.42, -1.38, -6.01], [-2.54, -0.90, -4.85], [-5.09, 1.16, -0.45], [-6.22, 0.98, -2.95], [-4.21, 0.70, -4.51], [-5.62, 7.14, -0.15], [-6.19, 5.75, -0.42], [-5.45, 4.69, 0.33], [-4.38, 4.12, -0.09], [-3.82, 3.25, 0.81], [-4.50, 3.14, 1.92], [-4.17, 2.37, 2.96], [-5.92, 4.17, 1.94], [-6.13, 7.89, -0.75], [-4.56, 7.15, -0.40], [-5.72, 7.41, 0.90], [-6.12, 5.51, -1.48], [-7.25, 5.71, -0.15], [-3.40, 1.70, 2.85], [-4.81, 2.26, 3.73]],
  "homo_ev": -4.87,
  "lumo_ev": -1.9,
  "spin_multiplicity": 1,
  "de_lowest_kcal_mol": 11.67
}